*1*
This record from OMol25 describes the ion C10H15N2O with charge +1. The level of theory is ωB97M-V/def2-TZVPD.

Structure (XYZ):
```
28
Properties=species:S:1:pos:R:3:lowdin_charge:R:1
C 1.882 -0.202 0.580 0.02
C 0.302 -0.665 -1.102 0.06
C 1.579 -0.967 -0.554 -0.24
C 0.956 0.476 1.255 -0.26
C -2.658 -1.245 -1.610 0.11
C -2.117 -0.704 -0.464 -0.05
C -1.440 0.683 1.919 -0.23
C -0.752 -0.099 -0.318 -0.30
C 2.645 -1.714 -1.248 -0.05
C 1.298 1.352 2.426 0.00
N -0.369 0.245 1.013 0.03
N -1.182 1.439 -1.215 0.19
O -2.289 1.409 1.511 0.09
H 2.896 -0.229 0.910 0.14
H -0.129 -0.973 -2.012 0.11
H -3.581 -1.640 -1.712 0.04
H -2.143 -1.257 -2.499 0.04
H -2.655 -0.631 0.559 0.14
H -1.256 0.211 2.929 0.18
H 3.234 -2.250 -0.602 0.05
H 3.246 -1.061 -2.069 0.15
H 2.130 -2.321 -2.045 0.10
H 1.582 0.782 3.263 0.08
H 0.521 2.055 2.602 0.07
H 2.232 1.969 2.352 0.12
H -0.368 2.018 -1.655 0.18
H -1.567 1.838 -0.347 0.09
H -1.998 1.481 -1.868 0.14
```

Output
* ⟨S²⟩: 2.011
* 2S+1: 3
* charge: +1
* gap between HOMO and LUMO (alpha / beta): 6.047 / 7.480 eV

=====

*2*
This record from OMol25 describes a cluster of 2 separate species, C10H15N2O in total. The level of theory is ωB97M-V/def2-TZVPD.

Structure (XYZ):
```
28
Properties=species:S:1:pos:R:3:lowdin_charge:R:1
C 0.729 2.867 -1.155 -0.07
C 0.178 2.069 -2.203 -0.09
C 1.465 2.324 -0.198 -0.03
C 0.451 0.817 -2.309 -0.06
C -0.715 -3.836 0.244 -0.01
C 1.398 0.812 0.089 -0.12
C 1.069 -0.065 -1.248 -0.13
C -0.613 -0.454 0.305 -0.37
C -1.883 -0.790 0.895 0.01
C -0.087 1.031 2.134 -0.01
N 0.144 0.506 0.826 -0.08
N -0.133 -0.858 -0.814 0.13
O -0.425 -4.687 1.208 -0.03
H 0.725 3.942 -1.239 0.12
H -0.349 2.488 -3.008 0.11
H 2.049 2.842 0.523 0.11
H 0.211 0.243 -3.277 0.15
H 0.286 -3.516 -0.343 0.03
H 2.317 0.399 0.722 0.19
H 1.843 -0.764 -1.621 0.16
H -1.761 -1.290 1.926 0.15
H -2.304 -1.390 0.132 0.07
H -2.372 0.214 0.949 0.13
H -0.007 2.199 1.942 0.15
H -1.046 0.697 2.458 0.06
H 0.684 0.715 2.850 0.11
H -0.556 -1.645 -1.404 0.19
H -1.299 -4.867 1.618 0.11
```

Output
* ⟨S²⟩: 2.009
* 2S+1: 3
* charge: +1
* gap between HOMO and LUMO (alpha / beta): 6.487 / 6.236 eV

=====

Q: What are the energies relative to the best structure? A: *1* 0.0; *2* 189.3, in kJ/mol.

=====

*1*
This record from OMol25 describes an isolated molecule of C20H27N5O2S. The level of theory is ωB97M-V/def2-TZVPD.

Structure (XYZ):
```
55
Properties=species:S:1:pos:R:3:lowdin_charge:R:1
C -8.534 -1.614 1.809 -0.11
C -8.560 -1.358 0.302 -0.25
C -7.235 -0.908 -0.191 -0.60
N -6.516 -1.558 -1.032 -0.01
N -5.357 -0.978 -1.330 0.00
C -5.176 0.138 -0.707 -0.58
N -4.068 0.918 -0.852 0.12
C -3.881 2.063 -0.138 -0.49
O -4.696 2.473 0.661 0.00
C -2.570 2.764 -0.435 -0.08
C -1.371 2.034 0.185 -0.08
C -0.933 0.836 -0.647 -0.42
O -1.511 0.526 -1.683 0.03
N 0.111 0.123 -0.192 -0.05
C 0.952 0.422 0.945 -0.12
C 2.376 0.734 0.440 -0.15
N 2.934 -0.338 -0.347 -0.18
C 3.454 -1.475 0.389 -0.19
C 4.795 -1.927 -0.218 -0.13
C 5.821 -0.844 -0.061 -0.24
C 6.679 -0.832 1.031 -0.05
C 7.592 0.194 1.201 -0.09
C 7.653 1.227 0.282 -0.10
C 6.798 1.226 -0.808 -0.08
C 5.889 0.197 -0.978 -0.05
C 2.050 -0.676 -1.443 -0.15
C 0.619 -0.989 -0.976 -0.11
S -6.489 0.591 0.359 1.13
H -9.513 -1.942 2.150 0.07
H -8.265 -0.705 2.342 0.06
H -7.806 -2.385 2.048 0.08
H -9.304 -0.590 0.077 0.11
H -8.825 -2.270 -0.234 0.11
H -3.314 0.588 -1.463 0.12
H -2.433 2.828 -1.516 0.13
H -2.636 3.769 -0.018 0.12
H -0.535 2.735 0.249 0.12
H -1.623 1.706 1.196 0.13
H 0.982 -0.463 1.593 0.13
H 0.563 1.258 1.520 0.11
H 2.334 1.625 -0.196 0.13
H 3.037 0.946 1.282 0.13
H 3.629 -1.180 1.426 0.12
H 2.758 -2.326 0.392 0.12
H 5.120 -2.836 0.290 0.11
H 4.648 -2.153 -1.275 0.11
H 6.635 -1.637 1.752 0.11
H 8.257 0.187 2.052 0.10
H 8.365 2.028 0.413 0.10
H 6.843 2.030 -1.529 0.10
H 5.222 0.199 -1.826 0.11
H 2.018 0.180 -2.125 0.13
H 2.456 -1.532 -1.983 0.12
H 0.608 -1.890 -0.353 0.13
H -0.043 -1.136 -1.829 0.12
```

Output
* SMILES: CCc1nnc(NC(=O)CCC(=O)N2CCN(CCc3ccccc3)CC2)s1
* 2S+1: 1
* charge: 0
* gap between HOMO and LUMO: 9.001 eV

=====

*2*
This record from OMol25 describes a cluster of 2 separate species, C20H27N5O2S in total. The level of theory is ωB97M-V/def2-TZVPD.

Structure (XYZ):
```
55
Properties=species:S:1:pos:R:3:lowdin_charge:R:1
C 3.501 7.429 4.774 -0.09
C 3.442 5.980 4.009 -0.27
H 3.434 5.120 4.831 0.12
H 4.390 5.881 3.432 0.12
C 2.370 6.035 3.037 -0.26
C 2.148 4.739 2.582 -0.65
N 2.173 4.612 1.359 0.08
N 2.332 3.112 0.948 0.04
C 2.144 2.340 1.981 -0.57
N 1.913 1.001 1.790 0.08
C 1.704 0.083 3.098 -0.40
O 1.708 0.585 4.140 0.08
C 1.635 -1.192 2.382 -0.09
H 2.350 -1.632 1.968 0.04
H 1.739 -1.864 3.438 0.19
C 0.146 -1.497 1.933 0.00
C 0.180 -1.122 0.270 -0.45
O 1.189 -0.656 -0.121 0.08
N -0.843 -1.622 -0.341 -0.03
C -2.157 -2.102 0.215 -0.07
H -1.946 -2.300 1.182 0.07
C -2.334 -3.381 -0.453 -0.13
N -2.362 -3.203 -1.966 -0.16
C -1.212 -2.465 -2.368 -0.30
C -0.654 -1.385 -1.725 -0.16
H 0.033 -0.808 -2.071 0.06
H -1.730 -0.394 -2.105 0.21
H -1.138 -2.458 -3.502 0.16
H -0.286 -3.067 -2.268 0.14
C -2.739 -4.281 -2.888 -0.19
C -2.937 -4.013 -4.232 -0.34
C -3.728 -2.845 -4.561 -0.05
C -4.200 -2.524 -5.794 -0.10
C -3.613 -3.067 -6.964 -0.03
C -2.765 -4.158 -6.680 0.03
C -2.482 -4.760 -5.237 0.04
H -1.628 -5.486 -5.268 0.12
H -2.582 -4.715 -7.376 -0.02
H -3.886 -2.897 -7.846 0.02
H -4.867 -1.648 -5.785 0.11
H -4.450 -2.274 -3.716 0.18
H -3.685 -4.677 -2.188 0.20
H -1.828 -4.950 -2.817 0.14
H -3.204 -3.757 -0.395 0.04
H -1.305 -4.108 -0.328 0.20
H -2.980 -1.513 -0.250 0.16
H -0.049 -2.630 1.840 0.13
H -0.687 -1.026 2.189 0.05
H 2.036 0.472 0.919 0.09
S 1.958 3.198 3.666 0.98
H 1.405 6.058 3.843 0.19
H 2.327 6.655 2.439 0.00
H 4.501 7.315 5.279 0.07
H 2.606 7.663 5.342 0.05
H 3.485 8.229 3.945 0.09
```

Output
* 2S+1: 1
* charge: 0
* gap between HOMO and LUMO: 8.592 eV

=====

Q: What are the energies relative to the best structure? A: *1* 0.0; *2* 1663.0, in kJ/mol.

=====

*1*
This record from OMol25 describes an isolated molecule of C3H6NPS. The level of theory is ωB97M-V/def2-TZVPD.

Structure (XYZ):
```
12
Properties=species:S:1:pos:R:3:lowdin_charge:R:1
P -0.284 -0.212 2.447 0.79
C 0.701 -0.466 0.916 -0.94
N 1.404 0.612 0.363 -0.02
C 1.098 1.011 -0.788 -0.23
C -0.038 0.363 -1.449 -0.49
S -0.241 -1.175 -0.536 0.79
H 0.894 -0.271 3.271 -0.09
H -0.325 -1.600 2.584 -0.11
H 1.400 -1.183 1.206 0.03
H 1.513 1.813 -1.264 0.09
H -0.974 0.922 -1.522 0.07
H 0.132 0.106 -2.573 0.11
```

Output
* SMILES: P[C@@H]1N=CCS1
* 2S+1: 1
* charge: 0
* gap between HOMO and LUMO: 9.513 eV

=====

*2*
This record from OMol25 describes an isolated molecule of C3H6NPS. The level of theory is ωB97M-V/def2-TZVPD.

Structure (XYZ):
```
12
Properties=species:S:1:pos:R:3:lowdin_charge:R:1
C 0.028 -0.695 -1.427 -0.18
P -0.037 -0.397 0.448 0.27
C -0.696 1.360 0.684 -0.21
S -0.907 -1.674 1.642 0.18
C 1.662 -0.481 0.819 -0.41
N 2.620 -1.047 1.036 0.12
H -0.016 0.347 -1.711 0.02
H 0.801 -1.262 -1.949 0.07
H -0.917 -1.050 -1.635 0.01
H -1.294 1.495 -0.306 0.08
H -1.331 1.419 1.660 0.09
H 0.087 1.985 0.737 -0.02
```

Output
* SMILES: CP(C)(=S)C#N
* 2S+1: 1
* charge: 0
* gap between HOMO and LUMO: 9.463 eV

=====

Q: What are the energies relative to the best structure? A: *1* 77.4; *2* 0.0, in kJ/mol.

=====

*1*
This record from OMol25 describes a structure of composition C3H6AuO3. The level of theory is ωB97M-V/def2-TZVPD.

Structure (XYZ):
```
13
Properties=species:S:1:pos:R:3:lowdin_charge:R:1
H 0.644 0.310 -1.111 0.36
O -0.350 0.948 -0.770 0.25
C -0.553 0.162 0.216 -0.42
O -1.590 -0.477 0.389 -0.14
Au -3.164 -0.465 -0.028 1.49
O 0.630 -0.575 0.176 0.00
C 1.804 0.057 0.775 -0.16
C 3.006 -0.470 0.036 -0.02
H 1.800 -0.199 1.839 0.15
H 1.704 1.142 0.645 0.14
H 2.969 -1.563 -0.050 0.11
H 3.926 -0.180 0.559 0.12
H 3.031 -0.037 -0.973 0.10
```

Output
* ⟨S²⟩: 3.769
* 2S+1: 4
* charge: +2
* gap between HOMO and LUMO (alpha / beta): 6.762 / 3.912 eV

=====

*2*
This record from OMol25 describes a structure of composition C3H6AuO3. The level of theory is ωB97M-V/def2-TZVPD.

Structure (XYZ):
```
13
Properties=species:S:1:pos:R:3:lowdin_charge:R:1
C 0.913 -1.238 0.115 0.25
C -0.406 -0.865 0.416 -0.05
O -0.521 0.531 0.171 -0.33
C -0.698 1.238 1.283 -0.01
O -1.882 1.683 0.881 0.00
Au -1.568 1.808 -1.251 1.04
H 1.029 -2.285 -0.170 0.15
H 1.672 -0.795 0.769 0.16
H -0.708 -1.184 1.419 0.17
H -2.191 -0.043 0.989 0.21
H 1.518 1.147 -0.902 0.37
O 1.738 -0.132 -1.526 -0.01
H 1.104 0.137 -2.194 0.05
```

Output
* ⟨S²⟩: 3.774
* 2S+1: 4
* charge: +2
* gap between HOMO and LUMO (alpha / beta): 6.554 / 7.353 eV

=====

Q: What are the energies relative to the best structure? A: *1* 0.0; *2* 299.8, in kJ/mol.

=====

*1*
This record from OMol25 describes a cluster of 2 separate species, C7H15NO in total. The level of theory is ωB97M-V/def2-TZVPD.

Structure (XYZ):
```
24
Properties=species:S:1:pos:R:3:lowdin_charge:R:1
C 0.067 1.375 1.889 -0.01
C 0.025 1.348 0.372 -0.53
O 0.735 2.085 -0.298 0.02
N -1.114 0.765 -0.168 -0.18
C -1.880 -0.180 0.538 -0.09
C -1.262 0.777 -1.614 -0.04
H -0.781 1.940 2.278 0.09
H 0.034 0.378 2.320 0.07
H 0.988 1.866 2.188 0.09
H -2.712 -0.537 -0.061 0.08
H -2.230 0.188 1.495 0.08
H -1.050 -1.142 0.738 0.10
H -2.256 1.148 -1.877 0.09
H -1.133 -0.224 -2.034 0.08
H -0.489 1.418 -2.030 0.08
C 0.546 -1.962 0.419 -0.07
C 1.498 -1.032 0.107 -0.22
C 1.953 -0.718 -1.277 -0.10
H 0.570 -2.450 1.385 0.07
H 0.154 -2.582 -0.381 0.07
H 2.092 -0.595 0.900 0.10
H 1.947 0.363 -1.430 0.06
H 1.315 -1.179 -2.031 0.07
H 2.983 -1.051 -1.430 0.08
```

Output
* SMILES: CC(=O)N(C)C.C=CC
* 2S+1: 1
* charge: 0
* gap between HOMO and LUMO: 9.600 eV

=====

*2*
This record from OMol25 describes an isolated molecule of C7H15NO. The level of theory is ωB97M-V/def2-TZVPD.

Structure (XYZ):
```
24
Properties=species:S:1:pos:R:3:lowdin_charge:R:1
C -1.325 -0.832 1.300 -0.04
C -0.714 -0.342 0.007 -0.36
C -1.395 -0.920 -1.213 -0.04
C 0.850 -0.073 -0.089 -0.35
C 1.737 -0.298 1.114 -0.04
C 1.539 -0.412 -1.393 -0.03
C -0.144 1.049 -0.042 -0.48
N -0.208 1.828 1.153 0.11
O -0.373 1.797 -1.270 0.00
H -1.091 -1.884 1.456 0.09
H -2.410 -0.733 1.256 0.08
H -0.970 -0.255 2.148 0.07
H -1.165 -1.981 -1.304 0.09
H -1.071 -0.432 -2.128 0.07
H -2.477 -0.814 -1.125 0.08
H 1.266 0.051 2.027 0.07
H 1.973 -1.357 1.211 0.09
H 2.674 0.244 0.989 0.08
H 1.061 0.081 -2.233 0.07
H 2.577 -0.087 -1.355 0.08
H 1.524 -1.488 -1.567 0.09
H 0.546 2.505 1.170 0.10
H -1.101 2.306 1.221 0.09
H -1.303 2.047 -1.333 0.09
```

Output
* SMILES: CC1(C)C(C)(C)C1(N)O
* 2S+1: 1
* charge: 0
* gap between HOMO and LUMO: 9.866 eV

=====

Q: What are the energies relative to the best structure? A: *1* 93.0; *2* 0.0, in kJ/mol.